<1>
Below is a structure of composition C25H38N4O2, with properties calculated with ωB97M-V with the def2-TZVPD basis set.

```
69
Properties=species:S:1:pos:R:3
C 1.1572 -2.0306 1.7921
H 0.8785 -2.5826 2.5658
H 2.3489 -2.0238 1.6670
H 0.8905 -1.0138 1.7708
C 0.5646 -2.7899 0.2579
N 0.9496 -1.9594 -0.6874
C 2.0501 -2.3211 -1.2194
O 2.7842 -3.1566 -1.2398
C 2.4476 -1.2117 -2.6074
H 1.7817 -1.3754 -3.3028
C 2.5187 0.4229 -2.0396
H 2.8806 0.9200 -2.9784
H 1.5910 0.4058 -1.9674
C 3.4557 0.5203 -0.7679
C 3.2987 1.8612 -0.4450
C 4.0653 2.0748 1.0695
C 5.6375 1.6134 0.7372
C 5.7006 0.2800 0.2884
C 5.0106 0.2042 -1.1143
H 4.9697 -0.9006 -1.2303
H 5.2425 0.7154 -1.9537
H 6.6682 0.2010 0.1602
H 5.3907 -0.2277 1.0511
H 6.1225 1.9754 1.7697
H 5.9931 2.6206 -0.3215
H 3.8417 1.4900 1.7356
H 4.0488 2.9606 1.2678
H 2.2960 2.2665 -0.1480
H 3.5725 2.5188 -0.9917
H 3.0946 -0.2673 0.0550
H 3.4653 -1.4534 -2.9777
H 0.4703 -1.0295 -1.0641
H 0.9351 -3.6004 0.3130
C -1.0214 -2.7599 0.3990
N -1.6026 -1.4590 0.8880
C -1.4294 0.0179 0.3235
N -0.7274 0.2736 -0.8488
C -1.0444 1.7126 -0.4822
H -0.1263 2.2999 -0.7909
H -1.7386 2.0251 -1.5591
C -1.7784 1.9727 0.6914
N -2.4180 0.7961 1.1651
C -2.8060 0.1344 2.2151
H -3.7676 0.3614 2.4650
H -2.1347 0.5043 2.9379
C -2.4758 -1.3963 1.8632
H -2.2659 -2.0272 2.7993
C -3.8413 -2.0199 1.3597
C -4.4600 -0.9221 0.0977
C -4.1088 -1.0769 -1.0343
C -4.3469 -0.2402 -2.1433
C -5.2755 0.7567 -1.8909
C -5.6568 0.8903 -0.6643
C -5.3715 -0.1114 0.5362
H -5.7600 0.0021 1.5369
H -6.5368 1.6929 -0.1720
O -5.7309 1.5269 -2.8682
H -5.3404 1.3976 -3.5769
H -3.9274 -0.3007 -3.0667
H -3.1167 -1.9326 -1.0156
H -3.7487 -2.9670 0.8852
H -4.6455 -1.9074 2.2308
C -0.9574 2.7608 1.5207
H -0.2868 2.1161 1.9377
H -0.6414 3.6011 1.2386
H -1.5431 2.8568 2.5263
H -2.7276 2.5621 0.3462
H -1.2829 -3.2938 1.2263
H -1.4796 -2.9540 -0.5214
```

Summary:
HOMO level ... -7.9 eV
Gap between HOMO and LUMO ... 8.38 eV
Total charge ... 0



<2>
Below is an isolated molecule of C25H38N4O2, with properties calculated with ωB97M-V with the def2-TZVPD basis set.

```
69
Properties=species:S:1:pos:R:3
C -2.4374 -1.7763 2.1814
N -2.5496 -1.5863 0.7564
C -2.0240 -2.4159 -0.1756
O -2.1455 -2.2025 -1.3696
C -1.2530 -3.6440 0.2974
C 0.1299 -3.2771 0.8624
C 0.8279 -2.3517 -0.0603
N 1.8497 -2.5972 -0.8074
N 2.1088 -1.4707 -1.5073
C 1.2309 -0.5923 -1.1542
C 1.1045 0.7994 -1.6405
C 1.5270 1.8124 -0.5654
C 2.8746 1.4814 0.0755
C 4.0282 1.4074 -0.9309
C 5.2979 1.0409 -0.2179
C 6.1444 2.0168 0.2903
C 7.2901 1.6651 0.9824
C 7.5999 0.3303 1.1778
C 6.7597 -0.6500 0.6768
C 5.6157 -0.2967 -0.0157
O 0.3856 -1.0821 -0.2193
C -3.1716 -0.3516 0.2860
C -2.4847 0.8849 0.8581
C -3.0772 2.1727 0.2675
C -2.6086 3.3658 1.1161
C -2.5831 2.3997 -1.1741
N -4.5227 2.1256 0.4143
C -5.3040 0.9707 -0.0005
C -6.6945 1.1608 0.6260
C -5.4884 0.8296 -1.5224
C -4.6656 -0.2942 0.5931
H -1.5296 -1.3133 2.5805
H -2.4378 -2.8334 2.4378
H -3.2950 -1.3160 2.6690
H -1.1133 -4.2666 -0.5883
H -1.8180 -4.2158 1.0338
H 0.0342 -2.7992 1.8386
H 0.7400 -4.1744 0.9633
H 1.7288 0.8973 -2.5271
H 0.0641 0.9765 -1.9209
H 1.5690 2.8029 -1.0229
H 0.7670 1.8380 0.2202
H 3.1039 2.2418 0.8266
H 2.8066 0.5226 0.5954
H 4.1358 2.3725 -1.4304
H 3.8063 0.6427 -1.6755
H 5.9071 3.0609 0.1387
H 7.9429 2.4345 1.3696
H 8.4946 0.0551 1.7171
H 6.9982 -1.6934 0.8245
H 4.9617 -1.0612 -0.4109
H -3.0324 -0.3803 -0.7976
H -1.4151 0.8420 0.6481
H -2.6273 0.9130 1.9396
H -1.5244 3.3804 1.1927
H -3.0326 3.2993 2.1145
H -2.9358 4.3005 0.6670
H -3.1712 3.1819 -1.6506
H -2.6560 1.5016 -1.7792
H -1.5435 2.7194 -1.1608
H -4.9368 2.9738 0.0450
H -6.5973 1.3730 1.6875
H -7.2968 0.2654 0.4977
H -7.2100 1.9951 0.1562
H -4.5844 0.4911 -2.0172
H -6.2740 0.1076 -1.7319
H -5.7803 1.7858 -1.9534
H -5.1614 -1.1777 0.1890
H -4.8213 -0.2714 1.6733
```

Summary:
SMILES ... CN(C(=O)CCc1nnc(CCCCc2ccccc2)o1)C1CC(C)(C)NC(C)(C)C1
HOMO level ... -8.8 eV
Gap between HOMO and LUMO ... 9.34 eV
Total charge ... 0



What is the most stable structure shown above? It is <2>.